Entry 1:
# C6H10O

One molecule with the formula C6H10O (wB97M-V/def2-TZVPD, the OMol25 dataset).

Geometry (Å):
O (0.66079, -0.91234, 1.70287)
C (0.53266, -0.64827, -1.36372)
C (0.93203, 0.77105, -1.01623)
C (-1.31257, 0.00862, 0.91580)
C (-0.04258, -1.51974, -0.53816)
C (0.29126, 1.36268, 0.24299)
C (-0.36261, -1.11597, 0.89994)
H (2.02170, 0.77115, -0.87727)
H (0.54152, 0.59839, 1.11228)
H (0.73821, 1.41939, -1.88024)
H (-1.49210, 0.47757, 1.88220)
H (-0.69201, 1.80141, 0.01706)
H (-0.22910, -2.54164, -0.85958)
H (-2.10236, 0.10273, 0.16779)
H (0.85392, 2.22239, 0.63271)
H (-1.14946, -1.82524, 1.32793)
H (0.81070, -0.97219, -2.36636)

Forces on the atoms, in the same order (eV/Å):
0.1 0.0 0.0
-0.1 -0.1 0.1
0.0 0.0 0.0
0.0 0.0 0.0
0.1 0.1 -0.2
0.0 0.0 -0.1
-0.3 0.2 -0.2
-0.1 0.0 0.0
-0.1 0.0 0.0
0.0 -0.1 0.1
0.1 -0.1 -0.1
0.1 -0.1 0.0
0.0 0.1 0.1
0.2 0.0 0.1
-0.1 -0.1 0.0
0.0 0.0 0.0
0.0 0.0 0.1

Calculated values
Maximum force in eV/Å: 0.36
2S+1: 1
ΔE to the lowest compared entry with this formula, charge and spin in kJ/mol: 455.6



Entry 2:
# C6H10O

One molecule with the formula C6H10O (wB97M-V/def2-TZVPD, the OMol25 dataset).

Geometry (Å):
O (0.27565, 1.08542, 1.14763)
C (1.89706, 0.37187, -0.66499)
C (-0.83965, 0.36731, -0.50664)
C (0.23076, -1.29836, 0.45840)
C (0.58303, 0.15656, 0.06778)
C (-1.21638, -1.05885, -0.04487)
C (-1.05766, 1.34922, 0.63997)
H (-1.97528, -1.06062, 0.74484)
H (-1.04154, 0.67811, -1.53506)
H (0.36917, -1.52283, 1.52038)
H (-1.53306, -1.72192, -0.84941)
H (2.76439, 0.14560, -0.03107)
H (-1.25607, 2.41113, 0.46364)
H (1.95463, -0.31071, -1.52537)
H (0.76131, -2.05962, -0.12729)
H (2.00277, 1.39272, -1.04288)
H (-1.91912, 1.07497, 1.28495)

Forces on the atoms, in the same order (eV/Å):
0.0 0.0 0.1
-0.1 0.1 0.1
-0.2 0.0 -0.2
0.1 0.0 0.0
0.2 -0.1 -0.1
-0.2 -0.1 0.0
-0.4 0.1 0.1
0.1 -0.1 -0.2
0.0 -0.1 0.2
-0.1 0.1 -0.1
0.0 0.0 0.1
-0.3 0.1 0.0
0.6 0.0 -0.5
-0.1 0.1 0.2
0.0 0.3 0.1
-0.1 -0.1 0.1
0.7 -0.3 0.2

Calculated values
Maximum force in eV/Å: 0.83
2S+1: 1
ΔE to the lowest compared entry with this formula, charge and spin in kJ/mol: 136.7
Structure (SMILES): C[C@]12CC[C@H]1CO2



Entry 3:
# C6H10O

A 2-piece molecular cluster, C6H10O overall at a distorted geometry (wB97M-V/def2-TZVPD, the OMol25 dataset).

Geometry (Å):
O (2.09743, 1.24199, -1.09299)
C (0.18398, -0.19430, 1.14214)
C (-0.28949, -1.86964, -2.04948)
C (-1.23524, 1.68598, 1.95077)
C (-0.45761, -0.50720, -0.01028)
C (-0.11756, 0.94436, 1.99174)
C (-0.23240, -1.76162, -0.71916)
H (1.78990, 1.54090, -1.95376)
H (1.17294, -0.63577, 1.25514)
H (0.13914, -2.58447, -0.11677)
H (0.68971, 1.25210, 2.64816)
H (-0.38638, -0.99638, -2.69092)
H (-1.17262, 0.15897, -0.48365)
H (-0.37729, -2.81243, -2.57348)
H (1.49691, 0.49105, -0.99313)
H (-1.24466, 2.67804, 2.37655)
H (-2.05676, 1.36842, 1.31915)

Forces on the atoms, in the same order (eV/Å):
-0.4 -0.3 -0.4
-0.1 0.2 -1.1
-0.6 0.0 -0.1
0.7 -0.5 -0.6
0.4 0.1 0.6
-0.1 0.8 0.0
1.1 0.2 -0.6
0.3 0.5 -0.2
-0.4 -0.7 0.7
-0.5 -0.3 0.0
0.0 0.1 -0.1
-0.4 0.0 0.2
-0.3 0.0 0.4
0.7 -0.1 0.1
0.2 -0.1 0.6
-0.3 -0.2 0.4
-0.1 0.2 0.1

Calculated values
Maximum force in eV/Å: 1.23
2S+1: 1
ΔE to the lowest compared entry with this formula, charge and spin in kJ/mol: 197.2
Structure (SMILES): C=C/C=C/C=C.O



Entry 4:
# C6H10O

A 2-piece molecular cluster, C6H10O overall (wB97M-V/def2-TZVPD, the OMol25 dataset).

Geometry (Å):
O (-0.56239, 0.86607, 2.24182)
C (-1.18560, -0.00364, 1.67669)
C (0.86762, -0.79447, 0.40512)
C (1.02137, -0.57675, -1.07604)
C (-0.55948, -1.12354, 0.87037)
C (1.61258, 0.48001, -1.63374)
C (-1.87452, 1.06336, -0.80732)
H (-1.93050, 0.91444, -1.90492)
H (-0.57224, -2.00853, 1.52197)
H (1.99120, 1.30298, -1.03001)
H (-1.95442, 2.16395, -0.68626)
H (-2.28704, -0.06586, 1.78172)
H (1.20611, 0.09691, 0.94514)
H (0.68612, -1.39049, -1.72354)
H (1.53994, -1.61243, 0.69102)
H (-1.23205, -1.33675, 0.03518)
H (1.78625, 0.53934, -2.70594)

Forces on the atoms, in the same order (eV/Å):
-0.3 -0.4 -0.3
0.2 0.1 0.3
0.1 0.0 0.0
0.1 0.1 -0.1
0.1 0.0 0.0
-0.1 -0.1 0.1
-0.2 0.4 -0.5
0.1 -0.1 0.2
0.0 0.1 0.0
-0.1 -0.1 0.0
0.1 -0.2 0.1
0.1 0.0 0.0
0.0 -0.2 -0.1
0.0 0.1 0.1
-0.1 0.1 0.0
0.1 -0.1 0.1
-0.1 0.0 0.2

Calculated values
Maximum force in eV/Å: 0.68
2S+1: 1
ΔE to the lowest compared entry with this formula, charge and spin in kJ/mol: 520.7



Entry 5:
# C6H10O

One molecule with the formula C6H10O (wB97M-V/def2-TZVPD, the OMol25 dataset).

Geometry (Å):
O (0.75912, 1.64444, -2.15576)
C (-0.37646, 1.73354, -0.05037)
C (0.65951, 2.15160, -1.06400)
C (-0.62276, -2.27662, 0.16606)
C (0.41933, -1.26450, -0.32153)
C (0.38611, 0.92309, 0.97625)
C (0.79212, -0.33547, 0.79991)
H (-0.84561, 2.61181, 0.40908)
H (-1.13546, 1.14874, -0.57674)
H (1.39227, 2.91061, -0.71223)
H (-1.53662, -1.75941, 0.47886)
H (0.68410, 1.44430, 1.88291)
H (-0.87514, -2.98837, -0.62581)
H (1.39888, -0.77837, 1.58991)
H (1.30766, -1.81139, -0.66277)
H (-0.24807, -2.84666, 1.02457)
H (0.03472, -0.71216, -1.18519)

Forces on the atoms, in the same order (eV/Å):
0.0 0.3 0.3
-0.1 -0.1 -0.1
0.0 -0.1 -0.3
-0.1 -0.1 0.0
0.0 0.1 -0.1
0.1 -0.2 0.1
-0.1 0.1 0.1
0.1 -0.2 -0.1
0.1 0.0 0.1
-0.1 -0.1 -0.1
0.1 -0.1 0.0
0.0 -0.1 -0.1
0.0 0.1 0.1
-0.1 0.0 0.0
-0.1 0.2 0.0
-0.1 0.1 -0.1
0.1 -0.1 0.1

Calculated values
Maximum force in eV/Å: 0.48
2S+1: 1
ΔE to the lowest compared entry with this formula, charge and spin in kJ/mol: 53.8
Structure (SMILES): CC/C=C\CC=O



Entry 6:
# C6H10O

One molecule with the formula C6H10O (wB97M-V/def2-TZVPD, the OMol25 dataset).

Geometry (Å):
O (0.16373, -0.67514, -1.44800)
C (-0.95313, 1.13283, -0.38381)
C (-1.12591, -0.11519, -1.24907)
C (-0.80090, 0.89293, 1.09288)
C (1.02164, -0.27919, -0.37394)
C (0.41178, 0.99371, 0.21505)
C (1.19379, -1.43944, 0.60173)
H (-1.32385, 2.08454, -0.75302)
H (-1.76703, -0.85456, -0.75081)
H (1.05096, 1.86445, 0.32197)
H (-0.98975, 1.71562, 1.77509)
H (1.76490, -2.24730, 0.13356)
H (1.99364, -0.03008, -0.81840)
H (1.71071, -1.10763, 1.50714)
H (-1.09837, -0.07883, 1.47855)
H (0.21761, -1.84454, 0.88693)
H (-1.57330, 0.11266, -2.22325)

Forces on the atoms, in the same order (eV/Å):
0.1 0.1 -0.1
-0.1 -0.1 -0.2
-0.3 0.1 0.1
-0.1 -0.1 0.1
0.2 0.0 0.1
0.2 0.0 -0.1
0.0 0.0 0.0
0.1 -0.2 0.1
0.0 0.1 0.0
-0.1 -0.2 0.0
0.0 -0.1 -0.1
-0.1 0.1 0.1
-0.1 0.0 0.1
0.0 -0.1 -0.1
0.1 0.1 -0.1
0.1 0.1 0.0
0.2 0.0 0.1

Calculated values
Maximum force in eV/Å: 0.38
2S+1: 1
ΔE to the lowest compared entry with this formula, charge and spin in kJ/mol: 73.0
Structure (SMILES): C[C@H]1OC[C@H]2C[C@H]21



Entry 7:
# C6H10O

One molecule with the formula C6H10O (wB97M-V/def2-TZVPD, the OMol25 dataset).

Geometry (Å):
O (-0.79326, -2.92560, -0.13440)
C (-1.25325, -0.56147, 0.04943)
C (-0.05090, -0.26942, -0.81207)
C (0.58174, 1.95371, 0.49178)
C (1.33231, -0.44180, -0.25628)
C (-1.41984, -2.02806, 0.37398)
C (0.83430, 0.93598, -0.60062)
H (1.41983, -0.68119, 0.80242)
H (-1.22224, -0.01600, 1.00167)
H (2.07444, -0.92787, -0.88163)
H (1.22887, 1.37432, -1.51642)
H (-0.16617, -0.58343, -1.84681)
H (-2.18347, -0.23603, -0.44115)
H (0.23445, 1.48667, 1.41984)
H (1.50430, 2.49270, 0.73316)
H (-0.16901, 2.69414, 0.19113)
H (-2.19204, -2.24492, 1.14516)

Forces on the atoms, in the same order (eV/Å):
-0.3 0.4 0.2
0.1 0.0 0.0
-0.1 0.0 -0.1
0.0 0.0 0.0
0.1 0.0 0.1
0.1 -0.2 -0.1
0.0 0.1 0.0
0.0 0.0 -0.2
0.0 -0.1 -0.1
-0.1 0.1 0.1
-0.1 -0.1 0.1
0.0 0.0 0.2
0.1 0.0 0.1
0.1 0.0 -0.1
-0.1 -0.1 0.0
0.1 -0.1 0.0
0.0 0.0 -0.1

Calculated values
Maximum force in eV/Å: 0.52
2S+1: 1
ΔE to the lowest compared entry with this formula, charge and spin in kJ/mol: 68.9
Structure (SMILES): C[C@H]1C[C@H]1CC=O



Entry 8:
# C6H10O

C6H10O as an isolated structure (wB97M-V/def2-TZVPD, the OMol25 dataset).

Geometry (Å):
O (-1.98209, -0.07403, -0.78586)
C (-1.25063, -1.17227, -0.21181)
C (-1.32961, 0.84724, 0.08935)
C (0.77400, 0.36294, 0.40352)
C (-0.57098, -0.26587, 0.83384)
C (1.84445, -0.58846, -0.12042)
C (-0.00736, 1.37668, -0.50086)
H (1.18159, 0.98401, 1.20500)
H (0.05637, 1.21859, -1.58089)
H (-1.93703, -1.92223, 0.19707)
H (0.19544, 2.43238, -0.28622)
H (-0.73861, -0.54057, 1.87880)
H (1.48933, -1.15388, -0.98910)
H (2.75978, -0.06518, -0.41256)
H (2.12070, -1.32752, 0.64607)
H (-2.01358, 1.54748, 0.57722)
H (-0.59176, -1.65933, -0.94316)

Forces on the atoms, in the same order (eV/Å):
-0.2 0.0 -0.1
0.1 -0.4 0.0
-0.1 0.4 0.1
0.1 0.0 0.0
0.0 -0.1 0.1
0.0 0.1 -0.1
0.0 0.0 -0.1
0.0 -0.4 0.3
0.0 -0.1 0.1
0.1 0.1 0.0
0.1 -0.2 0.0
0.1 0.1 -0.2
0.1 0.1 0.1
-0.1 0.0 0.0
-0.1 0.2 -0.1
0.1 0.0 -0.2
-0.1 0.1 0.1

Calculated values
Maximum force in eV/Å: 0.46
2S+1: 1
ΔE to the lowest compared entry with this formula, charge and spin in kJ/mol: 147.6



- What is the formula in the fifth record?
  C6H10O



- Which value of maximum force does entry 5 give?
  0.48 eV/Å



- Which formula does entry 3 have?
  C6H10O